2 unconnected molecules or ions with the total composition C4H12N3 in a non-equilibrium geometry. Source: the OMol25 dataset; level of theory: ωB97M-V/def2-TZVPD.

Geometry as ORCA input:
```
! wB97M-V def2-TZVPD RIJCOSX def2/J DEFGRID3
* xyz 1 1
C -1.54 -0.48 -0.71
C -1.96 0.84 -0.19
C -0.63 0.65 -0.45
C 0.81 -1.60 1.33
N 1.38 0.95 -1.68
N 0.28 1.37 -0.93
N 0.66 -0.12 1.37
H -1.58 -1.27 0.00
H -1.37 -0.72 -1.84
H -2.36 1.53 -0.97
H -2.74 0.81 0.67
H 1.21 -1.81 0.36
H 1.52 -1.98 2.03
H -0.03 -2.26 1.49
H 2.23 1.46 -1.43
H 1.70 -0.06 -1.86
H 0.33 2.41 -0.81
H 1.55 0.21 1.23
H 0.56 0.06 2.38
*
```

Computed properties:
**LUMO energy**: -3.382 eV
**Orbital gap**: 10.0777 eV
**E_HOMO**: -13.5 eV
**Energy above the lowest of the compared OMol25 structures with the same formula, charge and spin**: 5.666 eV

Just the natural (NBO) charges please, in e? Sure, here they are: number 1, C, carries -0.406; number 2, C, carries -0.476; number 3, C, carries 0.416; number 4, C, carries -0.433; number 5, N, carries -0.672; number 6, N, carries -0.300; number 7, N, carries -0.795; number 8, H, carries 0.263; number 9, H, carries 0.257; number 10, H, carries 0.255; number 11, H, carries 0.311; number 12, H, carries 0.187; number 13, H, carries 0.206; number 14, H, carries 0.211; number 15, H, carries 0.388; number 16, H, carries 0.418; number 17, H, carries 0.433; number 18, H, carries 0.357; number 19, H, carries 0.379

***

2 unconnected molecules or ions with the total composition CH3NOS in a non-equilibrium geometry. Source: the OMol25 dataset; level of theory: ωB97M-V/def2-TZVPD.

Geometry as ORCA input:
```
! wB97M-V def2-TZVPD RIJCOSX def2/J DEFGRID3
* xyz 0 1
C 0.14 -0.12 0.07
N -2.10 -0.41 1.33
O -2.93 -0.69 0.45
S -1.99 -0.09 2.79
H 0.13 0.98 0.21
H -0.22 -0.54 -0.80
H 0.61 -0.66 0.79
*
```

Computed properties:
**LUMO energy (alpha / beta)**: -1.088 / -0.867 eV
**Orbital gap (alpha / beta)**: 7.6710 / 8.0107 eV
**E_HOMO (alpha / beta)**: -8.8 / -8.9 eV
**Energy above the lowest of the compared OMol25 structures with the same formula, charge and spin**: 5.692 eV

Just the natural (NBO) charges please, in e? Sure, here they are: number 1, C, carries -0.458; number 2, N, carries -0.068; number 3, O, carries -0.291; number 4, S, carries 0.312; number 5, H, carries 0.173; number 6, H, carries 0.171; number 7, H, carries 0.161

***

C16H24N4O in the gas phase. Source: the OMol25 dataset; level of theory: ωB97M-V/def2-TZVPD.

Geometry as ORCA input:
```
! wB97M-V def2-TZVPD RIJCOSX def2/J DEFGRID3
* xyz 0 1
C -3.50 -2.49 1.52
C -3.39 -2.11 0.05
N -2.77 -0.82 -0.12
C -1.44 -0.53 -0.30
C -0.41 -1.62 -0.44
N 0.97 -1.22 -0.48
C 1.32 -0.42 -1.64
C 2.83 -0.26 -1.70
N 3.30 0.40 -0.50
C 4.72 0.70 -0.56
C 5.16 1.66 0.56
O 5.41 1.04 1.80
C 2.94 -0.39 0.66
C 1.42 -0.54 0.72
N -1.19 0.75 -0.36
C -2.40 1.37 -0.19
C -2.72 2.72 -0.16
C -4.05 3.06 0.02
C -5.04 2.09 0.18
C -4.74 0.74 0.16
C -3.41 0.39 -0.03
H -2.51 -2.55 1.98
H -3.98 -3.46 1.62
H -4.08 -1.75 2.06
H -2.80 -2.85 -0.50
H -4.39 -2.06 -0.40
H -0.53 -2.31 0.40
H -0.62 -2.18 -1.36
H 0.97 -0.93 -2.54
H 0.85 0.58 -1.59
H 3.10 0.35 -2.57
H 3.30 -1.26 -1.82
H 4.92 1.18 -1.52
H 5.34 -0.22 -0.51
H 4.36 2.38 0.74
H 6.06 2.20 0.22
H 6.06 0.35 1.67
H 3.29 0.12 1.56
H 3.40 -1.39 0.62
H 1.15 -1.15 1.59
H 0.96 0.45 0.81
H -1.96 3.47 -0.29
H -4.33 4.10 0.05
H -6.06 2.40 0.33
H -5.51 0.00 0.28
*
```

Computed properties:
**LUMO energy**: 0.799 eV
**Orbital gap**: 9.1570 eV
**E_HOMO**: -8.4 eV
**Energy above the lowest of the compared OMol25 structures with the same formula, charge and spin**: 0.440 eV
**SMILES**: CCn1c(CN2CCN(CCO)CC2)nc2ccccc21

Just the natural (NBO) charges please, in e? Sure, here they are: number 1, C, carries -0.613; number 2, C, carries -0.207; number 3, N, carries -0.382; number 4, C, carries 0.392; number 5, C, carries -0.249; number 6, N, carries -0.442; number 7, C, carries -0.238; number 8, C, carries -0.220; number 9, N, carries -0.437; number 10, C, carries -0.235; number 11, C, carries -0.073; number 12, O, carries -0.719; number 13, C, carries -0.238; number 14, C, carries -0.237; number 15, N, carries -0.487; number 16, C, carries 0.088; number 17, C, carries -0.202; number 18, C, carries -0.231; number 19, C, carries -0.219; number 20, C, carries -0.259; number 21, C, carries 0.156; number 22, H, carries 0.209; number 23, H, carries 0.215; number 24, H, carries 0.216; number 25, H, carries 0.209; number 26, H, carries 0.208; number 27, H, carries 0.209; number 28, H, carries 0.214; number 29, H, carries 0.193; number 30, H, carries 0.211; number 31, H, carries 0.199; number 32, H, carries 0.161; number 33, H, carries 0.203; number 34, H, carries 0.153; number 35, H, carries 0.193; number 36, H, carries 0.159; number 37, H, carries 0.462; number 38, H, carries 0.228; number 39, H, carries 0.159; number 40, H, carries 0.193; number 41, H, carries 0.205; number 42, H, carries 0.222; number 43, H, carries 0.212; number 44, H, carries 0.211; number 45, H, carries 0.209